[1]
Below is a single C3H10N2O molecule, with properties calculated with wB97M-V/def2-TZVPD.

Computed properties:
HOMO: -0.345 Eh
SMILES: NCCNCO
Total charge: 0
Energy relative to the best compared isomer or geometry (same formula, charge and spin): 1.212 eV

```
16
Properties=species:S:1:pos:R:3:forces:R:3:lowdin_charge:R:1
N 0.07041 -2.50369 -0.81122 -0.4 0.1 -0.3 -0.018
C -0.71321 -1.60921 0.05492 0.4 0.3 -0.1 -0.286
C 0.25405 -0.71994 0.82461 0.5 0.2 -0.4 -0.231
N 0.57587 0.48896 0.03212 0.1 0.2 0.4 -0.070
C -0.12551 1.68459 0.48840 0.3 -0.3 -0.2 -0.319
O -0.00463 2.69928 -0.48363 0.1 -0.1 0.1 -0.056
H -0.56912 -3.05539 -1.38007 0.1 -0.1 0.2 0.061
H 0.52553 -1.90070 -1.49418 0.2 -0.1 0.1 0.062
H -1.33564 -2.18116 0.73606 -0.1 -0.2 0.0 0.104
H -1.33269 -0.93920 -0.54589 -0.4 0.0 0.2 0.102
H -0.10634 -0.45491 1.82050 -0.1 0.0 0.1 0.108
H 1.20107 -1.26105 0.93184 -0.3 -0.1 0.2 0.114
H 1.56985 0.67839 0.10505 -0.1 0.0 0.0 0.109
H -1.17159 1.41946 0.65231 -0.1 0.0 0.0 0.117
H 0.29912 2.07090 1.42549 -0.2 0.1 0.0 0.122
H 0.20421 2.22700 -1.29821 -0.1 0.1 -0.1 0.080
```
Positions in Å, forces in eV/Å.



[2]
Below is a molecular structure, C22H37N2PPdSi at a distorted geometry, with properties calculated with wB97M-V/def2-TZVPD.

Computed properties:
HOMO (alpha / beta): -0.439 / -0.533 Eh
Total charge: +2
Spin multiplicity: 5
⟨S²⟩: 6.04

```
64
Properties=species:S:1:pos:R:3:forces:R:3:lowdin_charge:R:1
C 0.60525 2.58418 -3.27367 -0.1 -0.1 0.6 -0.030
C -0.63434 2.27719 -2.71826 -0.1 -0.6 0.0 -0.023
C -0.80767 1.14570 -1.88227 -0.1 0.5 -0.3 -0.253
C 0.30895 0.35300 -1.58988 0.0 1.9 -0.6 -0.106
C 1.57638 0.77926 -1.99089 0.5 -0.2 0.0 -0.300
C 1.71819 1.87280 -2.85071 -0.3 -0.4 -0.2 -0.021
C -2.25090 0.82198 -1.53976 -0.4 -0.1 -0.1 -0.122
C -2.59268 -0.64099 -1.20212 0.2 0.5 0.0 -0.167
N -1.74610 -1.64360 -1.88425 -1.5 -0.1 -0.3 -0.389
Pd 0.11035 -1.73083 -1.03542 -0.1 0.2 0.7 0.663
C 2.81528 0.00583 -1.60712 0.3 -0.5 0.4 -0.276
P 2.32421 -1.68608 -1.02849 2.2 0.4 0.1 0.734
H -1.51858 2.85272 -3.00599 0.3 -0.2 0.1 0.128
H 2.70345 2.09789 -3.23352 0.1 0.1 0.0 0.126
H 0.69618 3.36674 -4.01231 0.0 0.2 0.1 0.121
H 3.40002 0.50059 -0.80554 -0.3 -0.1 -0.5 0.081
H 3.48309 -0.14170 -2.47816 -0.2 0.2 0.4 0.109
H -2.59038 1.45611 -0.69104 0.1 -0.3 -0.5 0.126
H -2.85664 1.10602 -2.42347 0.2 0.0 0.6 0.130
H -2.46521 -0.80896 -0.11253 -0.1 -0.1 -0.7 0.084
C 3.58238 -2.17619 0.17068 0.4 -0.3 -0.2 -0.250
C 2.60427 -2.66366 -2.55238 0.0 -0.4 0.4 -0.268
H -3.64534 -0.84662 -1.44702 0.1 0.2 0.1 0.138
C -1.31486 -1.44983 -3.28645 -0.5 -0.3 -0.1 -0.041
C -2.25552 -2.99820 -1.62266 -0.5 0.0 0.0 -0.075
H 0.00633 -0.20406 1.69445 0.2 -2.8 -1.1 0.041
H -1.94281 -2.05455 -3.94509 0.0 0.2 -0.1 0.110
H -1.28756 -0.40926 -3.59994 -0.2 -0.1 0.1 0.099
H -0.28694 -1.84641 -3.38419 -0.2 0.1 -0.1 0.066
H -2.54285 -3.46696 -2.56191 0.0 -0.3 0.1 0.105
H -1.49012 -3.59652 -1.11594 -0.2 -0.3 -0.2 0.056
H -3.11974 -2.92651 -0.96514 -0.1 -0.2 0.0 0.096
H 3.66831 -2.90069 -2.68895 -0.3 0.2 -0.2 0.067
H 2.01674 -3.58538 -2.40489 0.5 0.1 -0.4 0.010
H 2.17652 -2.11280 -3.40725 0.3 -0.3 0.3 0.056
H 4.58127 -2.08856 -0.27760 -0.1 0.0 0.2 0.068
H 3.52055 -1.56069 1.07529 0.0 -0.3 -0.2 0.019
H 3.39259 -3.22411 0.42897 0.2 0.2 0.1 0.058
H 0.23017 -3.24976 -2.00348 0.0 -0.1 -0.2 0.095
C 2.73680 1.30205 1.71300 0.0 0.1 -0.2 -0.142
Si 1.31512 1.04867 2.89962 2.0 0.6 1.1 0.468
C 1.57353 -0.47178 3.98663 -0.4 0.0 -0.2 -0.136
C 0.99102 2.57634 3.86723 -0.1 -0.1 -0.1 -0.159
N -0.14023 0.70611 1.97847 -3.5 0.9 0.5 0.094
C -1.50286 0.89237 2.21600 2.3 -0.6 -0.9 -0.247
C -2.43861 -0.18406 2.21153 -1.4 0.0 0.1 -0.002
C -3.79022 0.10327 2.45684 1.3 -0.3 -0.2 -0.011
C -4.14199 1.43489 2.77904 -0.7 0.1 -0.1 0.007
C -3.22004 2.49244 2.73802 0.9 0.4 0.0 -0.005
C -1.91058 2.21631 2.37563 -0.7 1.1 0.9 0.002
H 3.49494 1.91244 2.23593 -0.2 -0.2 -0.2 0.063
H 2.40771 1.86697 0.82673 0.1 -0.1 0.3 0.042
H 3.23664 0.38716 1.36225 -0.3 0.3 0.3 0.001
H 2.24686 -0.22320 4.81759 -0.1 0.0 -0.2 0.055
H 0.60992 -0.78577 4.41752 0.3 0.0 0.0 0.043
H 1.99913 -1.33523 3.45222 -0.1 0.3 0.1 0.036
H 0.89288 3.42546 3.17631 0.1 0.0 0.4 0.050
H 0.06596 2.46737 4.44839 0.3 0.2 0.1 0.049
H 1.85376 2.71896 4.53444 -0.4 0.2 -0.1 0.062
H -2.11305 -1.21385 2.03781 0.0 0.4 0.1 0.126
H -4.55028 -0.69670 2.41712 0.5 0.6 0.2 0.137
H -5.18563 1.65598 3.02884 0.4 -0.1 0.0 0.136
H -3.47397 3.52890 3.01991 -0.2 -0.8 -0.4 0.142
H -1.12910 2.96782 2.26182 -0.5 0.0 0.1 0.124
```
Positions in Å, forces in eV/Å.



[3]
Below is a molecular structure, C17H28BiNO7 at a distorted geometry, with properties calculated with wB97M-V/def2-TZVPD.

Computed properties:
HOMO (alpha / beta): -0.246 / -0.230 Eh
Total charge: 0
Energy relative to the best compared isomer or geometry (same formula, charge and spin): 3.212 eV

```
54
Properties=species:S:1:pos:R:3:forces:R:3:lowdin_charge:R:1
Bi -0.21685 0.52384 0.18456 0.5 -2.0 5.6 2.053
C -2.14399 0.06793 -2.14878 0.4 0.7 0.4 -0.158
C -0.68386 0.74093 -2.65374 -1.1 -0.1 0.6 -0.128
O 0.50686 0.24780 -1.95060 1.2 1.3 -2.9 -0.492
C 1.73687 1.06723 -1.97057 0.4 -0.1 0.8 -0.110
C 2.63052 0.88907 -0.61835 -0.6 0.5 -0.2 -0.157
O 1.99962 1.29059 0.62354 3.4 1.3 -3.2 -0.320
C 1.83805 2.87482 0.84488 -2.1 0.2 -1.5 -0.102
C 0.33319 3.50196 0.27791 1.0 -0.9 0.4 -0.044
O -0.87104 2.70413 0.80415 -2.5 3.9 -2.8 -0.376
C -2.12300 2.69456 -0.03850 -0.2 -1.0 -0.1 -0.105
C -2.99233 1.29256 -0.03354 0.5 1.0 -1.3 -0.085
O -2.33083 0.00685 -0.70136 -1.8 2.0 -1.1 -0.314
H -2.23194 -0.98922 -2.45247 -0.4 1.8 -0.3 0.080
H -2.96704 0.60772 -2.62222 0.3 0.5 0.1 0.124
H -0.75748 1.82224 -2.52777 0.0 0.0 0.0 0.094
H -0.54874 0.52303 -3.71482 -0.2 0.0 0.0 0.129
H 1.49434 2.12048 -2.11988 -0.1 0.0 0.0 0.106
H 2.33155 0.72554 -2.81907 0.1 0.0 0.0 0.124
H 3.57967 1.42640 -0.68174 -0.1 0.1 -0.7 0.122
H 2.87715 -0.16160 -0.50407 -0.1 0.0 0.1 0.090
H 2.69650 3.36626 0.33197 -0.1 -0.6 -0.7 0.106
H 1.93083 3.07418 1.90199 0.4 0.3 -0.1 0.105
H 0.33387 3.46699 -0.81603 -0.2 0.0 0.0 0.080
H 0.21085 4.53371 0.60198 0.0 0.0 0.1 0.113
H -1.88880 2.96209 -1.07231 0.2 0.1 0.0 0.088
H -2.76339 3.47207 0.37573 -0.3 -0.2 0.0 0.122
H -3.94620 1.42265 -0.55384 0.4 0.3 -0.7 0.119
H -3.22361 1.04033 0.98947 -0.9 0.1 -0.6 0.025
C -0.64301 -2.07661 -2.05393 0.0 -1.8 0.3 -0.114
N 0.20526 -1.97572 -0.88321 1.1 -0.2 -1.0 -0.293
C 1.59676 -2.09662 -1.33798 0.3 -0.5 0.4 -0.078
C -0.02308 -2.99312 0.13328 -0.4 0.6 0.9 -0.150
C 0.28103 -2.43503 1.53783 0.1 0.4 -0.2 -0.226
C 0.48550 -3.35656 2.56078 0.1 -0.1 0.0 -0.074
C 0.71944 -2.93244 3.85778 0.0 -0.1 0.0 -0.103
C 0.73731 -1.57631 4.14181 0.0 0.1 0.0 -0.089
C 0.51253 -0.64970 3.13373 0.0 0.0 0.1 -0.111
C 0.27161 -1.05234 1.82578 0.4 -1.1 -1.1 -0.182
H -0.50699 -3.01113 -2.62451 0.2 0.0 0.1 0.116
H -0.55541 -1.23026 -2.73258 0.7 -1.4 0.2 0.056
H -1.64850 -2.07604 -1.66047 0.0 -0.8 0.1 0.074
H 1.75073 -3.06617 -1.83254 0.0 0.0 0.1 0.100
H 2.27192 -2.04001 -0.48222 -0.1 -0.2 0.0 0.097
H 1.88059 -1.32661 -2.04258 -0.1 -0.1 -0.1 0.069
H 0.56950 -3.88693 -0.09281 -0.1 -0.1 0.2 0.120
H -1.07644 -3.28539 0.16158 0.0 0.0 -0.3 0.134
H 0.46633 -4.42085 2.34236 0.0 0.0 0.0 0.104
H 0.88382 -3.65833 4.64489 0.0 0.0 0.0 0.095
H 0.91686 -1.23784 5.15540 0.0 0.0 0.0 0.097
H 0.50879 0.40847 3.35851 -0.1 0.0 0.0 0.087
O 0.50532 1.88691 1.69085 -1.7 -3.2 6.1 -0.425
O -1.93081 0.38159 1.75110 1.7 -1.2 2.4 -0.456
O -2.98984 0.39190 2.51063 -0.2 0.2 0.0 -0.139
```
Positions in Å, forces in eV/Å.



[4]
Below is 2 unconnected molecules or ions with the total composition C3H8O2 at a distorted geometry, with properties calculated with wB97M-V/def2-TZVPD.

Computed properties:
HOMO: -0.335 Eh
SMILES: C=CO.CO
Total charge: 0
Energy relative to the best compared isomer or geometry (same formula, charge and spin): 2.544 eV

```
13
Properties=species:S:1:pos:R:3:forces:R:3:lowdin_charge:R:1
C 0.97372 1.28812 2.36764 -1.6 0.5 0.8 0.017
C 0.12159 0.62050 1.59911 1.2 -1.2 -2.1 -0.295
O -0.86022 -0.25680 1.95780 -0.9 0.8 1.5 -0.007
H 1.95492 1.62724 2.08077 -0.2 0.3 -0.5 0.048
H 0.54349 1.68696 3.28328 0.6 -0.7 0.6 0.056
H 0.31016 0.45822 0.53469 0.5 0.2 0.3 0.072
H -1.71337 -0.11656 1.52031 0.5 0.1 -0.3 0.106
C -0.29659 -1.15166 -2.46799 0.3 -0.2 0.6 -0.132
O -0.57372 -0.28078 -1.35897 -0.4 -0.5 -0.7 -0.137
H -0.95951 -0.97207 -3.31218 -0.1 0.1 0.0 0.073
H 0.74591 -1.02955 -2.78599 -0.2 -0.1 -0.1 0.082
H -0.41901 -2.17205 -2.10256 -0.1 0.0 -0.2 0.077
H 0.17263 0.29843 -1.31591 0.4 0.7 0.1 0.039
```
Positions in Å, forces in eV/Å.



[5]
Below is a single C13H9NO4S molecule at a distorted geometry, with properties calculated with wB97M-V/def2-TZVPD.

Computed properties:
HOMO: -0.357 Eh
SMILES: CS(=O)(=O)c1ccc(C#CC(=O)c2ccno2)cc1
Total charge: 0
Energy relative to the best compared isomer or geometry (same formula, charge and spin): 1.337 eV

```
28
Properties=species:S:1:pos:R:3:forces:R:3:lowdin_charge:R:1
C -2.25879 -1.12762 4.52516 -1.2 2.3 -1.5 -0.135
S -2.87252 -2.04649 3.05510 1.1 -1.3 0.0 0.624
O -4.28564 -2.13090 2.86908 -0.8 1.5 0.4 -0.303
O -2.27094 -3.37194 3.01344 0.8 1.3 0.3 -0.327
C -2.10952 -0.98035 1.82900 -0.9 1.2 -2.5 -0.268
C -0.86074 -1.35804 1.34991 -1.1 -1.5 1.6 -0.052
C -0.24755 -0.63324 0.37505 -2.3 0.1 1.6 -0.022
C -0.84388 0.48707 -0.12845 1.2 0.8 -1.8 -0.235
C -0.00855 1.11483 -1.10868 2.5 2.4 -3.7 0.091
C 0.74064 1.58684 -1.99714 -2.2 -2.2 4.8 0.129
C 1.67068 1.98070 -3.01543 -0.1 -1.3 1.4 -0.372
O 1.17463 2.46866 -3.97273 -0.2 1.6 -2.5 0.149
C 3.09310 1.52603 -3.07685 1.2 -1.5 -0.8 -0.180
C 3.62584 0.99531 -4.20320 -0.5 0.5 -0.2 -0.010
C 4.93939 0.57836 -3.92464 -0.2 0.9 -0.8 -0.112
N 5.22682 0.92574 -2.70547 -0.2 -1.3 0.8 0.089
O 4.02784 1.33370 -2.13341 0.3 1.4 1.2 0.005
C -2.11159 0.89803 0.21541 -1.7 0.0 0.7 -0.026
C -2.78503 0.13307 1.14371 -0.2 -0.8 4.1 -0.022
H -2.73539 -0.02174 4.43446 1.0 -2.7 0.4 0.122
H -1.15967 -1.01135 4.39070 -0.8 -0.4 0.3 0.072
H -2.58339 -1.65272 5.41036 0.1 0.0 0.3 0.051
H -0.43175 -2.27782 1.77877 0.0 0.6 -0.3 0.128
H 0.66437 -0.94918 0.09976 3.1 -0.7 -1.3 0.095
H 3.14524 1.05017 -5.11936 -0.7 -0.3 -1.6 0.099
H 5.63468 0.17894 -4.68556 -0.2 0.3 1.1 0.133
H -2.68173 1.76728 -0.14028 0.9 -0.3 -0.3 0.134
H -3.69654 0.53665 1.72127 1.1 -0.8 -1.7 0.143
```
Positions in Å, forces in eV/Å.



[6]
Below is a molecular structure, C25H29B2F4N4O4Ti, with properties calculated with wB97M-V/def2-TZVPD.

Computed properties:
HOMO: -0.415 Eh
Total charge: +1
Energy relative to the best compared isomer or geometry (same formula, charge and spin): 2.959 eV

```
69
Properties=species:S:1:pos:R:3:forces:R:3:lowdin_charge:R:1
Ti 0.17947 0.41216 -0.54248 -0.3 0.4 -0.1 1.200
C 1.13930 0.24267 3.68134 0.0 0.0 0.0 0.048
C 0.62158 0.01059 2.31316 0.1 0.0 0.1 -0.187
N 0.63047 0.86365 1.36876 -0.1 0.0 0.1 -0.069
O 1.27026 2.06454 1.40907 0.0 0.0 0.0 0.086
B 2.23570 2.15289 0.21493 0.0 0.0 0.1 -0.984
F 3.31981 2.83390 0.59253 0.0 0.0 0.0 0.256
F 2.43160 0.75273 -0.13276 0.0 0.0 0.0 0.098
O 1.67795 2.75588 -1.06353 0.0 0.0 0.0 0.077
N 1.10987 1.74672 -1.80375 -0.3 -0.3 0.2 -0.058
C 1.60414 1.34007 -2.91065 0.2 0.1 -0.2 -0.186
C 2.65353 2.05113 -3.67956 0.0 0.0 0.0 0.042
C 1.17999 -0.04041 -3.28478 0.0 -0.2 -0.1 -0.199
N 0.68317 -0.70031 -2.29614 0.1 0.1 0.1 -0.024
O 0.42718 -1.99999 -2.45288 -0.1 0.0 0.0 0.060
B 0.73170 -2.80922 -1.17366 0.0 0.0 -0.1 -1.046
F 1.96277 -2.36947 -0.71335 0.0 -0.1 0.0 0.172
F 0.61626 -4.10473 -1.53188 0.0 0.0 0.0 0.223
O -0.28118 -2.55919 -0.06399 0.0 0.1 0.0 0.067
N -0.01575 -1.38393 0.55017 0.2 0.1 0.1 -0.027
C 0.14491 -1.33358 1.82452 0.2 -0.1 -0.1 -0.177
C 0.09673 -2.51893 2.71434 -0.1 0.0 0.0 0.034
C 1.48453 -0.66978 -4.59865 0.0 0.0 0.0 0.026
H 1.85392 1.06331 3.66667 0.0 0.0 0.0 0.106
H 1.60183 -0.65335 4.08983 0.0 0.0 0.0 0.098
H 0.30829 0.53122 4.33125 0.0 0.0 0.0 0.098
H 2.99324 2.92859 -3.13726 0.0 0.0 0.0 0.100
H 2.25391 2.35694 -4.64905 0.0 0.0 0.0 0.110
H 3.49257 1.37944 -3.86682 0.0 0.0 0.0 0.115
H -0.42259 -3.33713 2.22447 0.0 0.0 0.0 0.099
H -0.37831 -2.27683 3.66482 0.0 0.0 0.0 0.101
H 1.12095 -2.84165 2.92171 0.0 0.0 0.0 0.119
H 1.63675 0.07599 -5.37505 0.0 0.0 0.0 0.090
H 0.67306 -1.33747 -4.88255 0.0 0.0 0.0 0.098
H 2.38470 -1.28346 -4.51512 0.0 0.0 0.0 0.117
C -3.54165 -1.05064 2.06859 0.0 0.0 0.0 -0.007
C -2.98468 -0.44286 0.82933 0.0 0.0 0.0 -0.191
C -2.63356 1.03300 0.86197 0.1 -0.1 0.0 -0.215
C -1.66086 1.44883 -0.24008 0.0 0.1 0.0 -0.359
C -1.43540 2.95003 -0.29550 0.0 0.0 0.0 -0.023
C -1.86305 0.76315 -1.49526 -0.1 -0.1 -0.1 -0.112
C -2.38989 -0.51181 -1.53014 0.0 0.0 -0.1 -0.213
C -2.56080 -1.25971 -2.80595 0.1 0.0 0.0 -0.001
C -2.86718 -1.13257 -0.31770 0.0 0.0 0.0 -0.003
H -2.81328 -0.99404 2.88142 0.0 0.0 0.0 0.085
H -3.83129 -2.08706 1.90951 0.0 0.0 0.0 0.095
H -4.41264 -0.48306 2.40695 0.0 0.0 0.0 0.109
H -3.57941 1.55617 0.63104 0.0 0.0 0.0 0.184
H -2.40640 3.45374 -0.32586 0.0 0.0 0.0 0.109
H -0.87901 3.25070 -1.18183 0.0 0.0 0.0 0.082
H -0.90237 3.31447 0.58108 0.0 0.0 0.0 0.087
H -1.61125 1.24156 -2.43785 0.0 0.0 0.0 0.137
H -2.13953 -0.72474 -3.65498 0.0 0.0 0.0 0.092
H -3.62207 -1.44110 -2.98807 0.0 0.0 0.0 0.111
H -2.07606 -2.23449 -2.72492 0.0 0.0 0.0 0.102
H -3.15772 -2.17425 -0.36376 0.0 0.0 0.0 0.141
C -2.22603 1.51350 2.18612 0.0 0.0 -0.1 0.022
C -1.90157 1.98437 3.24251 -0.1 0.0 0.1 0.050
C -1.51019 2.53846 4.50911 0.0 0.0 0.0 -0.252
C -2.23450 2.23699 5.66320 0.0 0.0 0.0 -0.032
C -1.83827 2.75965 6.88318 0.0 0.0 0.0 -0.068
C -0.72315 3.58309 6.95992 0.0 0.0 0.0 -0.069
C -0.00160 3.88721 5.81299 0.0 0.0 0.0 -0.064
C -0.38968 3.36795 4.58898 0.0 0.0 0.0 -0.039
H -3.10705 1.60060 5.59483 0.0 0.0 0.0 0.117
H -2.40374 2.52708 7.77551 0.0 0.0 0.0 0.110
H -0.41771 3.99075 7.91423 0.0 0.0 0.0 0.109
H 0.86420 4.53310 5.87228 0.0 0.0 0.0 0.110
H 0.16899 3.59643 3.68977 0.0 0.0 0.0 0.115
```
Positions in Å, forces in eV/Å.